Record 1
Molecular formula: C6H20N5OP
Method: DFT, the ωB97M-V functional and the def2-TZVPD basis

The geometry in XYZ format:
```
33
Properties=species:S:1:pos:R:3
C -2.619 -1.857 -1.137
C -3.229 -0.420 0.851
C 1.498 3.009 0.509
C 3.042 1.748 -1.219
C -2.175 -1.073 0.036
C 1.942 1.632 -0.107
N 0.662 -3.100 0.144
N 2.387 -1.712 1.397
N -1.236 -0.067 -0.322
N 0.663 1.055 -0.574
N -0.024 0.119 0.203
O 2.382 -1.440 -1.167
P 1.557 -1.594 0.025
H -3.365 -2.587 -0.765
H -3.236 -1.197 -1.714
H -1.818 -2.416 -1.592
H -4.122 -0.998 1.006
H -3.485 0.408 0.179
H -2.992 0.020 1.856
H 0.726 3.511 -0.116
H 1.150 2.806 1.520
H 2.397 3.623 0.606
H 3.176 0.653 -1.553
H 4.033 2.166 -0.852
H 2.679 2.436 -1.957
H -1.610 -1.677 0.736
H 2.158 0.991 0.808
H 0.520 -3.367 1.096
H 0.862 -3.906 -0.420
H 2.081 -1.240 2.250
H 3.429 -1.627 1.206
H -1.256 -0.064 -1.386
H 0.608 0.753 -1.604
```

Summary:
**E_LUMO**: 0.8 eV
**Orbital gap**: 0.281 Ha
**Relative energy (zero: lowest compared OMol25 entry of this formula, charge and spin)**: 64.7 kJ/mol
**Highest occupied orbital energy**: -6.852 eV

Record 2
Molecular formula: C40H61BaN8O4PSi2Te
Method: DFT, the ωB97M-V functional and the def2-TZVPD basis

The geometry in XYZ format:
```
118
Properties=species:S:1:pos:R:3
Ba 0.228 0.347 1.056
C -3.290 -0.552 -1.810
C -3.232 0.518 -2.885
C -1.861 0.993 -3.299
C -1.750 1.997 -4.255
C -0.491 2.426 -4.634
C 0.618 1.832 -4.055
C 0.406 0.827 -3.125
N -0.802 0.410 -2.748
N -3.075 -0.137 -0.412
C -3.736 1.103 -0.032
C -3.028 2.348 -0.510
C -3.774 3.460 -0.878
C -3.119 4.602 -1.308
C -1.738 4.581 -1.365
C -1.075 3.434 -0.963
N -1.695 2.332 -0.533
C -3.522 -1.239 0.410
C -3.313 -1.089 1.895
C -4.078 -1.866 2.760
C -3.818 -1.821 4.117
C -2.807 -0.993 4.572
C -2.110 -0.242 3.643
N -2.357 -0.275 2.331
H -2.551 -1.325 -2.033
H -4.290 -1.015 -1.886
H -3.838 1.380 -2.602
H -3.722 0.103 -3.772
H -2.644 2.440 -4.679
H -0.376 3.214 -5.368
H 1.627 2.136 -4.299
H 1.245 0.335 -2.653
H -3.738 1.163 1.058
H -4.789 1.124 -0.363
H -4.856 3.417 -0.831
H -3.679 5.481 -1.602
H -1.167 5.435 -1.705
H 0.003 3.356 -0.982
H -2.973 -2.126 0.081
H -4.591 -1.469 0.235
H -4.857 -2.503 2.359
H -4.396 -2.424 4.808
H -2.561 -0.917 5.622
H -1.319 0.431 3.956
N 3.409 -2.268 2.288
C 2.683 -1.624 2.925
H 3.928 -2.776 1.600
C -1.689 -6.121 2.003
N -1.131 -4.868 2.467
C -0.227 -4.690 3.488
C 0.092 -3.365 3.472
N -0.590 -2.723 2.465
C -1.306 -3.657 1.891
H -1.714 -6.830 2.829
H -1.094 -6.537 1.190
H -2.705 -5.960 1.648
H 0.098 -5.506 4.109
H 0.773 -2.837 4.116
H -1.957 -3.533 1.044
O 1.523 2.069 -0.631
N 2.425 2.841 -1.281
C 3.341 2.319 -2.176
C 4.235 3.125 -2.811
C 4.258 4.527 -2.591
C 3.287 5.037 -1.700
C 2.397 4.218 -1.073
H 3.291 1.254 -2.325
H 4.927 2.657 -3.500
H 4.972 5.170 -3.086
H 3.222 6.099 -1.495
H 1.637 4.555 -0.383
C -0.284 3.804 6.757
C 0.478 2.812 5.907
O 0.995 3.464 4.742
P 0.419 3.039 3.293
O 0.799 1.590 3.066
Te -1.849 3.542 2.975
O 1.326 3.957 2.360
C 2.746 3.672 2.278
C 3.512 4.933 2.593
H -0.621 3.330 7.681
H -1.151 4.173 6.209
H 0.355 4.651 7.012
H -0.164 1.975 5.616
H 1.334 2.398 6.444
H 2.933 3.325 1.263
H 2.998 2.867 2.970
H 3.243 5.724 1.891
H 4.584 4.747 2.498
H 3.295 5.271 3.607
C 3.509 -0.915 -0.918
Si 2.754 -2.261 -2.018
C 3.869 -3.773 -1.712
C 3.213 -1.720 -3.789
C 1.016 -2.540 -1.653
Si 0.122 -3.911 -2.398
C -1.476 -4.446 -1.502
C -0.500 -3.586 -4.168
C 1.097 -5.536 -2.500
H 4.490 -0.583 -1.273
H 3.635 -1.279 0.101
H 2.884 -0.020 -0.851
H 4.918 -3.461 -1.681
H 3.771 -4.531 -2.491
H 3.619 -4.255 -0.760
H 4.266 -1.428 -3.876
H 2.603 -0.875 -4.120
H 3.028 -2.538 -4.493
H 0.413 -1.626 -1.731
H -2.170 -3.608 -1.380
H -1.223 -4.832 -0.513
H -1.996 -5.231 -2.061
H -1.099 -2.669 -4.188
H -1.113 -4.403 -4.566
H 0.345 -3.429 -4.845
H 1.609 -5.755 -1.559
H 1.855 -5.509 -3.287
H 0.417 -6.364 -2.723
```

Summary:
**E_LUMO (alpha / beta)**: 2.0 / 2.0 eV
**Orbital gap (alpha / beta)**: 0.138 / 0.206 Ha
**2S+1**: 2
**Charge**: -1
**<S²>**: 0.765
**Highest occupied orbital energy (alpha / beta)**: -1.778 / -3.607 eV

Record 3
Molecular formula: C6H5ClN2S
Method: DFT, the ωB97M-V functional and the def2-TZVPD basis

The geometry in XYZ format:
```
15
Properties=species:S:1:pos:R:3
C -1.745 -2.086 -0.093
C -0.895 0.044 -0.875
C -1.133 -1.247 -1.043
C 0.042 1.281 0.996
C -1.214 0.826 0.334
C 2.291 0.278 0.803
N -2.049 -2.887 0.657
N 1.133 0.744 0.744
S 3.693 -0.330 0.433
Cl 4.828 0.439 -1.267
H -0.499 0.547 -1.679
H -0.596 -1.612 -1.915
H -0.372 2.089 1.694
H -1.722 1.674 0.103
H -1.760 0.239 1.107
```

Summary:
**E_LUMO**: -0.9 eV
**Orbital gap**: 0.291 Ha
**Relative energy (zero: lowest compared OMol25 entry of this formula, charge and spin)**: 141.8 kJ/mol
**Highest occupied orbital energy**: -8.765 eV

Record 4
Molecular formula: C2H8N2O2
Method: DFT, the ωB97M-V functional and the def2-TZVPD basis

The geometry in XYZ format:
```
14
Properties=species:S:1:pos:R:3
N -2.138 1.938 1.651
C 1.007 0.659 0.334
C -0.067 -0.034 -0.161
N -1.380 0.478 -0.181
O 0.004 -1.286 -0.816
H -2.183 1.409 2.449
H -2.674 2.754 1.517
H 0.841 1.579 0.728
H 2.005 0.218 0.336
H -1.679 1.182 0.603
H -2.044 -0.224 -0.543
H 0.968 -1.446 -1.039
H 3.346 -2.143 -1.104
O 2.546 -1.713 -0.969
```

Summary:
**E_LUMO**: -4.7 eV
**Orbital gap**: 0.135 Ha
**Relative energy (zero: lowest compared OMol25 entry of this formula, charge and spin)**: 851.4 kJ/mol
**Highest occupied orbital energy**: -8.327 eV

Record 5
Molecular formula: C5H10O
Method: DFT, the ωB97M-V functional and the def2-TZVPD basis

The geometry in XYZ format:
```
16
Properties=species:S:1:pos:R:3
C -1.143 -0.907 -0.557
C -0.234 0.319 -0.332
C -0.987 1.473 0.364
C 1.020 0.017 0.517
C 1.972 -0.982 -0.076
O 1.886 -1.419 -1.200
H -2.077 -0.589 -1.040
H -1.398 -1.438 0.370
H -0.682 -1.624 -1.248
H 0.064 0.584 -1.351
H -0.380 2.373 0.546
H -1.869 1.790 -0.201
H -1.326 1.139 1.353
H 1.626 0.916 0.747
H 0.727 -0.345 1.515
H 2.802 -1.306 0.592
```

Summary:
**E_LUMO**: 1.0 eV
**Orbital gap**: 0.398 Ha
**Relative energy (zero: lowest compared OMol25 entry of this formula, charge and spin)**: 36.3 kJ/mol
**Highest occupied orbital energy**: -9.796 eV

Record 6
Molecular formula: C36H44BO6P2PtSe2
Method: DFT, the ωB97M-V functional and the def2-TZVPD basis

The geometry in XYZ format:
```
92
Properties=species:S:1:pos:R:3
Pt -1.174 -0.506 -0.410
O -1.148 -0.661 1.988
P 0.094 -0.457 2.764
C 1.033 1.008 2.176
P 1.929 0.574 0.637
O 1.193 -0.379 -0.229
C 2.260 2.144 -0.184
C 2.120 3.404 0.392
C 2.482 4.534 -0.321
C 3.010 4.423 -1.599
C 3.185 3.165 -2.165
C 2.817 2.034 -1.461
C 3.525 -0.113 1.093
C 4.473 0.606 1.823
C 5.738 0.084 2.018
C 6.078 -1.151 1.478
C 5.143 -1.858 0.730
C 3.877 -1.338 0.528
C 1.184 -1.891 2.679
C 2.272 -2.058 3.537
C 3.009 -3.226 3.496
C 2.654 -4.245 2.618
C 1.553 -4.092 1.785
C 0.810 -2.922 1.820
C -0.269 -0.175 4.510
C 0.363 0.767 5.319
C 0.027 0.872 6.659
C -0.929 0.033 7.212
C -1.559 -0.913 6.410
C -1.230 -1.018 5.072
H 1.741 1.381 2.920
H 0.277 1.767 1.950
H 1.702 3.506 1.386
H 2.349 5.514 0.122
H 3.281 5.310 -2.156
H 3.609 3.077 -3.158
H 2.931 1.042 -1.885
H 4.214 1.579 2.227
H 6.477 0.642 2.581
H 7.068 -1.558 1.634
H 5.411 -2.814 0.300
H 3.135 -1.872 -0.053
H 2.541 -1.267 4.229
H 3.860 -3.354 4.155
H 3.232 -5.160 2.591
H 1.267 -4.887 1.109
H -0.049 -2.789 1.166
H 1.103 1.440 4.905
H 0.508 1.620 7.277
H -1.188 0.119 8.259
H -2.313 -1.562 6.838
H -1.724 -1.740 4.433
O -5.179 -1.054 -2.775
C -4.745 0.058 -1.982
C -4.913 -0.160 -0.471
C -6.428 -0.181 -0.151
O -7.153 -1.201 -0.823
C -4.348 -1.511 0.012
Se -2.748 -2.282 -0.891
C -4.330 1.032 0.298
Se -2.491 1.680 -0.110
H -4.531 -1.763 -2.596
H -5.356 0.912 -2.291
H -3.707 0.293 -2.194
H -6.848 0.806 -0.399
H -6.578 -0.349 0.922
H -6.757 -1.290 -1.705
H -5.111 -2.280 -0.105
H -4.090 -1.438 1.069
H -4.356 0.818 1.367
H -4.952 1.912 0.108
C 1.369 0.210 -5.017
C 0.022 -0.217 -4.456
C -0.498 -1.422 -5.242
O 0.179 -0.641 -3.094
B -0.917 -0.205 -2.368
O -1.730 0.594 -3.151
C -1.030 0.931 -4.347
C -2.018 1.008 -5.501
C -0.399 2.304 -4.113
H 2.034 -0.655 -5.057
H 1.830 0.969 -4.390
H 1.245 0.608 -6.028
H 0.212 -2.241 -5.117
H -0.600 -1.195 -6.305
H -1.460 -1.743 -4.842
H -2.615 0.100 -5.565
H -1.490 1.171 -6.444
H -2.694 1.846 -5.324
H 0.300 2.264 -3.277
H -1.193 3.001 -3.843
H 0.118 2.672 -5.003
```

Summary:
**E_LUMO**: 2.0 eV
**Orbital gap**: 0.153 Ha
**Relative energy (zero: lowest compared OMol25 entry of this formula, charge and spin)**: 108.1 kJ/mol
**Charge**: -1
**Highest occupied orbital energy**: -2.156 eV

no.,total energy (eV)
1,-25330.594
2,-95615.865
3,-32637.050
4,-9271.087
5,-7394.389
6,-203531.502